No. 1
{"formula": "C3H14NO2", "method": "wB97M-V/def2-TZVPD", "fmax_ev_per_a": 2.49, "total_charge": 1, "symbols": ["C", "C", "N", "C", "H", "H", "H", "H", "H", "H", "H", "H", "H", "H", "H", "H", "O", "H", "H", "O"], "positions_angstrom": [[-1.9331, -0.0924, -0.6293], [-1.0942, 0.4761, 0.4894], [0.3645, 0.0075, 0.2843], [1.2107, 0.5919, 1.4062], [-1.6075, 0.1159, -1.6440], [-2.9747, 0.2118, -0.5310], [-2.0316, -1.1738, -0.4822], [-1.4267, 0.1424, 1.4646], [-1.0162, 1.5619, 0.4539], [0.2471, -1.0210, 0.3579], [0.6010, 0.2610, -0.6747], [1.6859, -0.1930, 1.9788], [1.9823, 1.1986, 0.9347], [0.5695, 1.2727, 1.9413], [0.8100, 1.5975, -3.1860], [1.4742, 2.6572, -2.3402], [1.1382, 1.7559, -2.3233], [0.3348, -3.5694, 0.2924], [1.1974, -3.0309, 1.4013], [0.4687, -2.7697, 0.8059]], "forces_ev_per_a": [[-0.9, -0.8, 0.6], [0.9, 0.4, -1.3], [-2.0, -0.2, 1.5], [0.4, 0.1, -1.8], [0.2, 0.2, 0.1], [0.1, 0.5, 0.0], [0.4, 0.0, -0.3], [0.1, 0.0, 0.1], [-0.3, 0.0, 0.1], [0.9, 0.1, -0.1], [0.6, 0.3, 0.1], [-0.3, 0.0, 0.2], [0.1, -0.1, 0.1], [0.0, -0.2, 0.6], [-0.5, -0.2, -1.4], [0.0, 0.0, 0.0], [0.3, 0.1, 1.6], [-0.3, -0.1, -0.3], [-0.4, 0.3, -0.2], [0.7, -0.2, 0.5]], "lowdin_charge": [-0.0661, -0.1753, 0.0048, 0.0269, 0.0829, 0.0933, 0.0867, 0.1334, 0.1272, 0.0994, 0.1264, 0.0971, 0.1016, 0.0885, 0.0296, 0.0585, -0.0281, 0.0694, 0.0823, -0.0385]}


No. 2
{"formula": "C3H14NO4", "method": "wB97M-V/def2-TZVPD", "fmax_ev_per_a": 7.12, "total_charge": -1, "symbols": ["C", "N", "C", "C", "O", "H", "H", "H", "H", "H", "H", "H", "H", "H", "H", "O", "H", "H", "O", "H", "H", "O"], "positions_angstrom": [[-0.1084, 1.4969, -0.9494], [1.3321, 1.1610, -1.2924], [1.4754, -0.3154, -1.4766], [1.5399, -1.4374, -0.4653], [0.9501, -2.6070, -1.1553], [-0.4701, 1.0791, 0.0555], [-0.7117, 1.2087, -1.7780], [-0.3630, 2.5202, -0.9345], [2.0465, 1.4342, -0.5853], [2.3103, -0.3061, -2.3830], [0.5873, -0.6220, -2.1175], [0.8644, -1.1112, 0.3266], [2.6708, -1.7099, -0.0842], [-1.6846, 0.2909, 2.7237], [-1.5420, -1.0009, 1.4928], [-1.8392, 0.2295, 1.8761], [-2.0208, 1.8040, 1.4198], [-0.9379, 2.4275, 2.1440], [-1.4331, 2.6266, 1.4314], [-0.0456, -2.4333, -1.1520], [-1.1848, -2.6649, 1.7977], [-1.4355, -2.0704, 1.1059]], "forces_ev_per_a": [[1.1, -1.3, 1.8], [-0.5, -0.8, 1.4], [0.9, 1.2, -5.4], [1.2, -0.7, -0.1], [-0.7, 1.1, 1.0], [0.4, 0.3, -1.7], [-0.4, -1.1, -0.6], [0.7, 1.6, 0.5], [-1.2, 0.1, -0.4], [-1.4, -0.8, 2.5], [0.8, 0.6, 0.8], [0.3, -0.5, 0.6], [-3.0, 0.5, -0.9], [1.2, 0.4, 7.0], [-0.4, -0.7, -0.1], [-1.3, -1.0, -6.8], [1.0, 0.3, 0.0], [2.8, -0.9, 3.6], [-3.5, 1.6, -3.5], [1.9, -0.4, 0.5], [0.2, -0.3, 0.6], [0.0, 0.9, -0.8]], "lowdin_charge": [-0.1216, -0.1363, -0.2925, -0.2529, -0.1564, 0.0785, 0.0552, 0.0368, 0.0936, 0.1398, 0.1061, 0.0844, 0.1506, -0.1298, -0.0347, -0.2646, 0.0149, -0.0608, -0.1185, 0.0962, -0.0470, -0.2411]}


HOMO level for the records above, in order: -15.55 -4.82 eV
Frontier orbital gap for the records above, in order: 0.4706 0.3209 Eh
ΔE to the lowest compared entry with this formula, charge and spin for the records above, in order: 0.5392 3.3184 eV